A cluster of 2 separate species, CH3N2O2S in total in a non-equilibrium geometry. Source: the OMol25 dataset; level of theory: wB97M-V/def2-TZVPD.

E ... -697.95626 Ha
HOMO ... -3.60 eV
F_max ... 0.1394 Eh/bohr
Relative energy (zero: lowest compared OMol25 entry of this formula, charge and spin) ... 113.9 kcal per mole
Molar mass ... 107.11 g/mol
Kohn-Sham gap ... 7.55 eV
Total charge ... -1

Geometry (Å):
C  2.1705  -0.2944  0.1226
N  1.6330  -1.2442  -0.1756
N  -1.0090  -1.4755  0.4500
O  -2.5209  0.4510  -0.4499
O  -0.3359  1.2970  0.4212
S  -1.2922  -0.1694  -0.2083
H  -0.6792  -0.2016  -1.6502
H  -0.9762  1.2967  1.3184
H  3.0098  0.3403  0.1718



A structure of composition C4H4BrN3 in a non-equilibrium geometry. Source: the OMol25 dataset; level of theory: wB97M-V/def2-TZVPD.

E ... -2892.96844 Ha
HOMO (spin up / spin down) ... -10.35 / -10.35 eV
F_max ... 0.0731 Eh/bohr
Relative energy (zero: lowest compared OMol25 entry of this formula, charge and spin) ... 36.2 kcal per mole
Molar mass ... 174.00 g/mol
Kohn-Sham gap (spin up / spin down) ... 7.49 / 7.49 eV

Geometry (Å):
C  0.2190  -1.1646  -2.6705
C  -0.2924  -0.0520  -0.5822
C  -0.0182  -0.7850  0.7050
C  0.7185  -0.7206  -1.4799
N  -0.3792  -1.5730  -3.5615
N  1.0051  -1.7475  0.4114
N  1.4005  -1.6690  -0.7852
Br  2.7737  0.3113  -2.6270
H  -1.3487  -0.0984  -0.8623
H  -0.0248  0.9964  -0.4981
H  0.2618  -0.1982  1.5334
H  -0.7390  -1.3940  1.0859



A structure of composition C60H56AsN5O7P2S4Y in a non-equilibrium geometry. Source: the OMol25 dataset; level of theory: wB97M-V/def2-TZVPD.

E ... -7670.33261 Ha
HOMO ... -4.74 eV
F_max ... 0.0444 Eh/bohr
Relative energy (zero: lowest compared OMol25 entry of this formula, charge and spin) ... 67.0 kcal per mole
Molar mass ... 1313.18 g/mol
Kohn-Sham gap ... 6.63 eV
Total charge ... -1

Geometry (Å):
Y  -0.3940  -1.1262  -0.1056
C  0.3689  -2.6470  -4.2846
C  0.2873  -1.6736  -3.1433
N  0.8282  -1.9478  -1.9980
N  1.7010  -3.0404  -1.9601
C  1.7625  -3.6658  -0.8365
S  0.7466  -3.5198  0.5617
S  3.0418  -4.8872  -0.6718
C  4.2068  -4.3947  -1.9713
C  3.8588  -4.8372  -3.3748
C  3.8231  -3.9098  -4.4098
C  3.5921  -4.3162  -5.7192
C  3.3855  -5.6588  -6.0058
C  3.3971  -6.5902  -4.9743
C  3.6337  -6.1802  -3.6689
C  -0.3836  -0.3829  -3.3404
C  -1.1533  -0.1504  -4.4919
C  -1.7769  1.0506  -4.7313
C  -1.6353  2.0804  -3.7973
C  -0.8942  1.8882  -2.6583
C  -0.2733  0.6596  -2.3699
O  0.3861  0.4914  -1.2426
H  1.0552  -3.4480  -4.0394
H  0.6974  -2.1518  -5.2002
H  -0.6261  -3.0698  -4.4516
H  5.1489  -4.8494  -1.6576
H  4.2837  -3.3098  -1.9149
H  3.9735  -2.8596  -4.1825
H  3.5747  -3.5839  -6.5180
H  3.2040  -5.9775  -7.0258
H  3.2287  -7.6381  -5.1919
H  3.6407  -6.9013  -2.8587
H  -1.2942  -0.9598  -5.1986
H  -2.3877  1.1817  -5.6173
H  -2.1297  3.0333  -3.9520
H  -0.8275  2.6715  -1.9174
C  1.3965  2.4054  2.7704
N  1.6785  1.3530  3.7212
C  2.5347  0.3053  3.1949
P  1.7240  -1.0012  2.0543
C  1.3474  -2.1971  3.3941
C  0.3314  -1.7940  4.2624
C  -0.0822  -2.6170  5.3042
C  0.5155  -3.8558  5.4836
C  1.5110  -4.2756  4.6057
C  1.9232  -3.4558  3.5645
C  3.3450  -1.4235  1.3035
C  3.5342  -0.9554  -0.0006
C  4.7837  -1.0331  -0.6047
C  5.8522  -1.6036  0.0749
C  5.6665  -2.0932  1.3621
C  4.4275  -1.9862  1.9798
C  1.2443  1.4131  5.0400
C  0.2662  2.3410  5.4357
C  -0.0982  2.4767  6.7675
C  0.4759  1.6886  7.7550
C  1.4042  0.7301  7.3683
C  1.7827  0.5881  6.0424
P  0.0976  2.0362  1.4245
C  0.8431  3.2468  0.2419
C  2.1330  2.9463  -0.2117
C  2.7988  3.7842  -1.0920
C  2.1750  4.9364  -1.5613
C  0.8681  5.2012  -1.1842
C  0.2039  4.3566  -0.2995
C  -1.2407  3.0307  2.2542
C  -2.3175  2.3299  2.7915
C  -3.2576  2.9622  3.6031
C  -3.1470  4.3199  3.8716
C  -2.0918  5.0433  3.3187
C  -1.1448  4.4021  2.5291
H  2.3228  2.6195  2.2358
H  1.1074  3.3139  3.2900
H  3.0098  -0.2551  3.9918
H  3.3261  0.7761  2.6060
H  -0.1687  -0.8455  4.1128
H  -0.8827  -2.2844  5.9544
H  0.1895  -4.5067  6.2869
H  1.9489  -5.2612  4.7152
H  2.6576  -3.8186  2.8574
H  2.6978  -0.5256  -0.5468
H  4.9193  -0.6433  -1.6078
H  6.8242  -1.6726  -0.4002
H  6.4946  -2.5530  1.8906
H  4.3042  -2.3337  2.9991
H  -0.2477  2.9482  4.7016
H  -0.8525  3.2105  7.0278
H  0.1955  1.8032  8.7946
H  1.8514  0.0765  8.1084
H  2.4986  -0.1843  5.8012
H  2.6066  2.0224  0.1083
H  3.8005  3.5337  -1.4213
H  2.7013  5.6105  -2.2264
H  0.3536  6.0665  -1.5885
H  -0.8306  4.5591  -0.0564
H  -2.4068  1.2679  2.6156
H  -4.0532  2.3740  4.0466
H  -3.8581  4.8096  4.5292
H  -1.9868  6.1021  3.5322
H  -0.3065  4.9722  2.1495
O  -2.1445  -3.2715  1.9983
As  -2.6391  -1.5830  2.1268
O  -3.0749  -1.3997  3.6996
O  -1.2845  -0.6579  1.7065
C  -4.2777  -1.5169  1.0825
C  -5.4257  -1.3977  1.8467
C  -6.6706  -1.4036  1.2245
C  -6.7714  -1.5339  -0.1532
C  -5.6258  -1.6586  -0.9288
C  -4.3911  -1.6554  -0.3076
S  -2.9143  -1.5854  -1.2739
O  -3.2569  -1.7790  -2.6477
O  -1.9761  -2.5949  -0.7220
O  -2.3709  -0.2640  -0.8929
H  -1.8640  -3.5195  2.8929
H  -5.3175  -1.3035  2.9202
H  -7.5662  -1.3054  1.8276
H  -7.7463  -1.5269  -0.6260
H  -5.6671  -1.7473  -2.0061
C  -5.2961  6.5036  1.8505
C  -4.4701  5.9983  0.7138
C  -3.9342  6.7780  -0.2579
C  -3.1558  6.1346  -1.2594
N  -3.0212  4.8351  -1.3352
C  -3.6362  4.0228  -0.4068
S  -3.6519  2.3786  -0.4710
N  -4.2660  4.6682  0.6507
C  -2.4460  6.9573  -2.2941
H  -5.3879  7.5857  1.8091
H  -4.8424  6.2173  2.8011
H  -6.2935  6.0620  1.8105
H  -4.0783  7.8495  -0.2640
H  -4.6096  4.0542  1.3774
H  -3.1695  7.4090  -2.9782
H  -1.7768  6.3173  -2.8651
H  -1.8789  7.7631  -1.8233



- The lowest F_max belongs to which entry?
  C60H56AsN5O7P2S4Y



- Number 2 is which compound?
  C4H4BrN3



- Look up the relative energy (zero: lowest compared OMol25 entry of this formula, charge and spin) of the second one.
  36.2 kcal per mole